DFT (ωB97M-V with the def2-TZVPD basis set) results for 11 unconnected molecules or ions with the total composition C3H29NO11S2 in a non-equilibrium geometry.

As for the multiplicity: 2. Its charge is +1. The HOMO energy (alpha / beta) is -13.05 / -13.04 eV. The value obtained for the largest force on an atom is 1.77 eV/Å. As for the expectation value of S²: 0.755.

Last column: Mulliken spin population.
Positions of all 46 atoms, in Å:
N -0.485 2.377 -1.264  0.0001
C -0.640 1.229 -2.125  0.0144
C -0.310 -0.097 -1.427  0.0351
O 0.819 0.044 -0.607  0.0044
C -2.096 1.271 -2.593  -0.0003
S -2.556 -0.137 -3.566  0.5719
S -4.071 -1.114 -2.672  0.3189
H 0.374 2.245 -0.717  0.0004
H -1.230 2.543 -0.623  0.0002
H 0.072 1.396 -2.931  -0.0020
H -1.102 -0.288 -0.710  -0.0092
H -0.123 -0.856 -2.197  -0.0072
H 1.681 -0.004 -1.078  -0.0024
H -2.334 2.218 -3.090  0.0408
H -2.679 1.293 -1.671  0.0026
H -3.483 -1.520 -1.481  0.0267
H 4.645 -0.924 2.002  0.0000
H 3.452 -0.027 1.747  0.0000
O 4.432 -0.025 1.723  0.0000
H -3.523 0.149 2.625  0.0000
H -4.773 0.104 2.003  0.0000
O -4.017 -0.508 2.106  0.0000
H 4.031 -0.188 -0.239  0.0000
H 4.175 -0.374 -1.711  0.0000
O 3.470 -0.260 -1.053  0.0000
H 1.114 -0.343 1.231  -0.0001
H 2.049 -1.535 1.791  0.0000
O 1.763 -0.610 1.901  0.0000
H 0.573 -3.058 1.343  0.0000
H 1.623 -3.993 0.708  0.0000
O 1.485 -3.343 1.408  0.0000
H 2.904 2.352 -0.687  0.0000
H 2.224 3.592 -1.042  -0.0001
O 2.965 3.059 -1.350  0.0000
H 1.180 -3.742 -1.541  0.0000
H 2.469 -2.801 -2.014  0.0000
O 2.102 -3.492 -1.473  0.0000
H 0.308 2.214 3.455  0.0000
H 0.449 1.157 2.308  0.0001
O -0.075 1.902 2.623  0.0001
H -3.645 -2.410 0.827  0.0006
H -2.911 -1.196 0.636  -0.0017
O -2.871 -2.126 0.331  0.0066
H -2.499 2.216 3.756  0.0000
H -2.067 1.760 2.391  0.0000
O -2.868 1.849 2.948  0.0000

***

DFT (ωB97M-V with the def2-TZVPD basis set) results for a molecular structure, C36H38N4O2PSbY.

The relative energy (zero: lowest compared OMol25 entry of this formula, charge and spin) is 1.9 kcal/mol. Its charge is +1. The HOMO energy is -10.19 eV. The value obtained for the largest force on an atom is 0.28 eV/Å.

Last column: Mulliken charge in e.
Positions of all 83 atoms, in Å:
Y 0.239 -0.020 -0.029  1.6236
O 0.723 2.039 -0.299  -0.6525
C 0.344 3.055 -1.032  0.2397
C 0.546 4.370 -0.575  -0.5355
C 0.144 5.453 -1.325  -0.5452
C -0.465 5.280 -2.570  -0.9398
C -0.645 4.005 -3.048  -0.6468
C -0.260 2.876 -2.303  1.0588
C -0.426 1.586 -2.922  -0.7090
N -0.321 0.424 -2.380  0.3084
C -0.367 -0.725 -3.299  -1.0841
C -0.405 -2.024 -2.504  -0.8969
N 0.598 -1.965 -1.448  0.2674
C 1.584 -2.788 -1.471  -0.3652
C 2.692 -2.831 -0.553  0.6549
C 3.585 -3.912 -0.664  -0.8037
C 4.682 -4.024 0.153  -0.8643
C 4.921 -3.023 1.100  -0.3672
C 4.077 -1.942 1.225  -0.6545
C 2.936 -1.815 0.412  0.2115
O 2.149 -0.779 0.538  -0.3953
H 1.047 4.507 0.375  0.5050
H 0.315 6.453 -0.946  0.4260
H -0.773 6.135 -3.155  0.4432
H -1.094 3.853 -4.024  0.4057
H -0.641 1.639 -3.996  0.3589
H -1.232 -0.663 -3.964  0.5187
H 0.536 -0.718 -3.917  0.4299
H -1.389 -2.124 -2.034  0.1057
H -0.259 -2.883 -3.166  0.5470
H 1.604 -3.557 -2.251  0.1996
H 3.391 -4.669 -1.416  0.3587
H 5.356 -4.863 0.061  0.4074
H 5.790 -3.092 1.742  0.4155
H 4.276 -1.157 1.943  0.4820
N -3.309 0.241 1.033  0.6249
P -2.157 1.473 0.775  0.4942
C -3.045 2.527 -0.405  0.3701
C -3.711 1.918 -1.471  -0.4915
C -4.332 2.693 -2.436  -0.7062
C -4.282 4.079 -2.352  -0.6783
C -3.611 4.685 -1.302  -0.6198
C -2.994 3.913 -0.326  -0.3983
C -2.102 2.431 2.311  0.1250
C -0.889 3.018 2.659  0.1392
C -0.785 3.762 3.830  -0.9291
C -1.884 3.903 4.660  -0.5676
C -3.099 3.316 4.317  -0.7330
C -3.210 2.590 3.144  -0.6576
C -3.022 -1.108 1.020  -0.1455
C -4.008 -2.017 1.434  -0.9174
C -3.718 -3.357 1.467  -0.6159
C -2.443 -3.784 1.092  -0.9428
C -1.545 -2.836 0.675  -0.6091
N -1.811 -1.512 0.615  1.1217
H -4.273 0.470 1.225  0.3742
H -3.754 0.837 -1.542  0.3844
H -4.861 2.216 -3.252  0.4471
H -4.768 4.685 -3.106  0.4114
H -3.568 5.764 -1.234  0.4433
H -2.478 4.395 0.495  0.3703
H -0.026 2.889 2.014  0.5462
H 0.160 4.221 4.092  0.4802
H -1.802 4.472 5.576  0.4070
H -3.958 3.431 4.964  0.4279
H -4.165 2.146 2.888  0.3085
H -4.978 -1.645 1.737  0.4952
H -4.466 -4.067 1.791  0.4129
H -2.161 -4.826 1.117  0.5117
H -0.549 -3.122 0.361  0.3456
C 1.185 0.539 4.751  -1.2870
Sb 0.136 -0.508 3.219  0.4772
C 0.976 -2.436 3.588  -1.2792
C -1.679 -0.822 4.304  -1.2315
H 1.175 -0.059 5.661  0.4277
H 0.697 1.493 4.943  0.3349
H 2.216 0.724 4.455  0.3949
H 0.935 -2.632 4.660  0.5143
H 2.011 -2.471 3.252  0.3427
H 0.410 -3.209 3.068  0.3566
H -1.434 -1.190 5.300  0.5791
H -2.297 -1.567 3.801  0.3380
H -2.249 0.102 4.395  0.2960

***

DFT (ωB97M-V with the def2-TZVPD basis set) results for 5 unconnected molecules or ions with the total composition C9H17Cl11 in a non-equilibrium geometry.

The relative energy (zero: lowest compared OMol25 entry of this formula, charge and spin) is 12.2 kcal/mol. The HOMO energy is -10.73 eV. The value obtained for the largest force on an atom is 3.87 eV/Å. The SMILES is ClC(Cl)Cl.ClCCCl.ClCCCl.ClCCCl.ClCCCl.

Last column: natural (NBO) charge in e.
Positions of all 37 atoms, in Å:
C 0.656 -0.762 -1.728  -0.3088
Cl -0.645 -0.933 -0.518  -0.0061
Cl 2.095 -0.013 -1.003  0.0066
Cl 0.187 0.087 -3.162  0.0527
H 0.922 -1.802 -2.003  0.2458
Cl 1.892 -4.019 -2.226  -0.1046
C 2.356 -3.981 -0.439  -0.3533
C 3.835 -4.475 -0.321  -0.3274
Cl 4.219 -4.235 1.487  -0.1056
H 1.762 -4.721 0.157  0.2273
H 2.157 -2.953 -0.199  0.2293
H 4.583 -3.954 -0.869  0.2268
H 3.863 -5.531 -0.469  0.2189
Cl -1.296 5.418 2.474  -0.0991
C -2.159 4.294 1.334  -0.3671
C -2.839 5.027 0.174  -0.3783
Cl -3.580 3.828 -0.951  -0.0484
H -2.848 3.717 1.949  0.2222
H -1.364 3.675 0.916  0.2320
H -2.110 5.617 -0.312  0.2137
H -3.593 5.669 0.662  0.2195
Cl 2.672 6.077 -1.585  -0.0440
C 1.670 5.844 -0.126  -0.4054
C 1.723 4.413 0.397  -0.3781
Cl 0.790 3.112 -0.443  -0.0689
H 0.587 6.065 -0.355  0.2189
H 1.878 6.577 0.661  0.2355
H 1.545 4.341 1.407  0.2222
H 2.787 4.134 0.196  0.2235
Cl -4.125 -4.611 -0.874  -0.0658
C -2.615 -5.204 -0.125  -0.3887
C -2.559 -4.921 1.338  -0.3811
Cl -3.686 -5.834 2.387  -0.0613
H -1.818 -4.630 -0.669  0.2318
H -2.557 -6.272 -0.349  0.2258
H -2.774 -3.857 1.530  0.2260
H -1.611 -5.188 1.656  0.2131

***

DFT (ωB97M-V with the def2-TZVPD basis set) results for a molecular structure, C23H24F6N3OSbY.

The relative energy (zero: lowest compared OMol25 entry of this formula, charge and spin) is 3.6 kcal/mol. As for the multiplicity: 2. Its charge is +2. The HOMO energy (alpha / beta) is -14.94 / -15.09 eV. The value obtained for the largest force on an atom is 0.59 eV/Å. As for the expectation value of S²: 0.783.

Last column: Mulliken spin population.
Positions of all 59 atoms, in Å:
Y -0.200 -0.678 0.277  0.0103
C 0.239 4.014 1.245  0.0197
C 0.160 2.536 1.285  0.0741
N 0.017 1.776 0.209  -0.1018
N -0.129 2.409 -0.935  0.5628
C -0.303 1.486 -1.970  -0.0265
O -0.173 0.255 -1.747  0.0457
C -0.636 2.018 -3.259  0.0249
C -0.911 1.128 -4.315  0.0102
C -1.261 1.621 -5.548  0.0046
C -1.339 3.003 -5.744  0.0633
C -1.070 3.892 -4.709  -0.0241
C -0.721 3.409 -3.465  0.0564
C 0.192 1.800 2.552  0.1064
C 0.293 2.467 3.764  0.0587
C 0.256 1.739 4.947  -0.0177
C 0.105 0.370 4.874  0.0571
C 0.012 -0.228 3.621  -0.0011
N 0.064 0.451 2.480  0.0422
H 0.349 4.380 0.232  0.0049
H 1.076 4.360 1.853  0.0074
H -0.671 4.442 1.678  0.0139
H -0.854 0.064 -4.138  -0.0034
H -1.479 0.947 -6.364  0.0007
H -1.617 3.388 -6.716  0.0013
H -1.136 4.957 -4.878  0.0001
H -0.513 4.092 -2.655  0.0018
H 0.390 3.542 3.788  0.0053
H 0.332 2.242 5.902  0.0010
H 0.052 -0.243 5.763  0.0000
H -0.125 -1.297 3.544  0.0057
C 0.211 -3.560 -2.206  0.0000
C 0.831 -3.000 -0.961  0.0000
C 1.835 -2.020 -1.043  0.0025
C 2.455 -1.506 0.098  0.0005
C 3.576 -0.511 -0.007  -0.0001
C 2.031 -1.984 1.351  -0.0015
C 1.073 -2.996 1.468  -0.0003
C 0.742 -3.619 2.792  0.0004
C 0.450 -3.457 0.300  0.0001
H 0.078 -2.789 -2.964  -0.0001
H -0.751 -4.021 -1.999  0.0000
H 0.870 -4.324 -2.624  0.0000
H 2.152 -1.672 -2.019  0.0000
H 3.463 0.151 -0.865  -0.0006
H 4.514 -1.055 -0.136  0.0002
H 3.672 0.086 0.900  0.0000
H 2.518 -1.602 2.242  0.0005
H -0.329 -3.589 2.995  0.0001
H 1.285 -3.147 3.609  0.0000
H 1.031 -4.671 2.772  0.0001
H -0.326 -4.210 0.376  0.0000
F -1.692 -1.876 1.711  0.0001
Sb -3.317 -1.606 0.635  -0.0005
F -1.932 -1.937 -0.732  0.0000
F -3.673 -3.415 0.717  0.0000
F -4.562 -1.107 -0.628  0.0000
F -4.220 -1.044 2.144  0.0000
F -2.385 0.135 0.503  -0.0054

***

DFT (ωB97M-V with the def2-TZVPD basis set) results for a single C25H34N4O3S molecule.

The relative energy (zero: lowest compared OMol25 entry of this formula, charge and spin) is 2.0 kcal/mol. The HOMO energy is -8.09 eV. The value obtained for the largest force on an atom is 0.85 eV/Å. The SMILES is Cc1ccc(S(=O)(=O)Nc2cc(C(=O)NCCN3CCCC3)ccc2N2CCCCC2)cc1.

Last column: natural (NBO) charge in e.
Positions of all 67 atoms, in Å:
C -5.049 -1.878 -2.641  -0.6333
C -3.971 -1.925 -1.603  -0.0083
C -4.298 -2.064 -0.256  -0.2130
C -3.308 -2.105 0.708  -0.1790
C -1.985 -2.026 0.322  -0.3507
C -1.634 -1.898 -1.007  -0.1899
C -2.630 -1.848 -1.966  -0.1675
H -2.364 -1.741 -3.007  0.2101
H -0.591 -1.842 -1.274  0.2417
S -0.724 -1.904 1.582  2.3148
O 0.536 -2.326 1.049  -0.9378
O -1.188 -2.484 2.806  -0.9324
N -0.681 -0.233 1.846  -0.8501
C -0.439 0.491 0.660  0.1496
C 0.810 0.330 0.088  -0.2080
C 1.073 0.808 -1.190  -0.1707
C 0.080 1.508 -1.862  -0.1063
C -1.149 1.725 -1.269  -0.2765
C -1.441 1.231 0.002  0.1451
N -2.690 1.364 0.619  -0.4718
C -2.762 2.110 1.864  -0.2134
C -3.074 3.593 1.630  -0.4139
C -4.386 3.734 0.864  -0.3985
C -4.274 2.984 -0.459  -0.4160
C -3.876 1.527 -0.195  -0.2128
H -3.728 0.985 -1.131  0.2166
H -4.696 1.038 0.349  0.1931
H -5.225 3.003 -0.993  0.2116
H -3.525 3.474 -1.082  0.1966
H -4.609 4.788 0.684  0.2125
H -5.201 3.314 1.458  0.1935
H -3.134 4.104 2.592  0.2130
H -2.262 4.041 1.053  0.2041
H -1.812 2.030 2.394  0.2068
H -3.555 1.669 2.481  0.1896
H -1.901 2.273 -1.814  0.2150
H 0.284 1.885 -2.852  0.2245
C 2.390 0.563 -1.847  0.6739
O 2.915 1.364 -2.597  -0.6340
N 2.903 -0.665 -1.593  -0.6016
H 2.456 -1.237 -0.891  0.4026
C 4.277 -0.983 -1.889  -0.2364
C 5.096 -1.095 -0.595  -0.2270
N 4.770 -0.006 0.311  -0.4490
C 5.315 1.283 -0.082  -0.2356
C 6.755 1.345 0.474  -0.4335
H 7.474 1.049 -0.291  0.2018
H 7.007 2.352 0.799  0.2123
C 6.744 0.343 1.639  -0.4332
H 7.447 -0.472 1.462  0.2014
H 7.002 0.809 2.588  0.2110
C 5.295 -0.189 1.652  -0.2186
H 4.683 0.418 2.326  0.1906
H 5.225 -1.230 1.967  0.2026
H 4.699 2.053 0.391  0.1951
H 5.265 1.428 -1.159  0.2186
H 6.165 -1.149 -0.853  0.1731
H 4.820 -2.025 -0.090  0.1950
H 4.649 -0.182 -2.531  0.2298
H 4.334 -1.929 -2.438  0.1983
H 1.556 -0.203 0.655  0.2446
H -1.538 0.011 2.320  0.4095
H -3.539 -2.210 1.757  0.2395
H -5.336 -2.133 0.034  0.2148
H -5.367 -2.890 -2.889  0.2283
H -4.693 -1.403 -3.551  0.2190
H -5.918 -1.337 -2.273  0.2189

***

DFT (ωB97M-V with the def2-TZVPD basis set) results for 2 unconnected molecules or ions with the total composition C2HF in a non-equilibrium geometry.

The relative energy (zero: lowest compared OMol25 entry of this formula, charge and spin) is 124.8 kcal/mol. The HOMO energy (alpha / beta) is -12.00 / -12.00 eV. The value obtained for the largest force on an atom is 6.70 eV/Å.

Last column: natural (NBO) charge in e.
Positions of all 4 atoms, in Å:
C -2.348 -0.088 0.085  0.0204
C -1.254 0.286 0.118  -0.0234
F 1.993 -0.428 0.100  -0.5425
H 1.608 0.230 -0.302  0.5455